Record 1
{
  "formula": "C6H15ClI2InOPS",
  "method": "ωB97M-V/def2-TZVPD",
  "symbols": ["C", "H", "O", "C", "H", "H", "H", "H", "H", "H", "H", "H", "H", "S", "In", "I", "H", "Cl", "C", "P", "H", "H", "C", "C", "I", "C", "H", "H"],
  "xyz": [[-2.77871, 0.30744, 0.44125], [4.07153, -2.84083, -0.13453], [0.45486, -0.86884, 3.90512], [0.13489, -0.80333, 2.79331], [1.75698, -0.73114, -2.67398], [-1.77644, 2.90023, 1.58745], [-0.98010, 2.07523, -2.46354], [-3.72710, 0.76995, 0.12551], [-2.69018, 0.29409, 1.53216], [-2.71013, 2.19179, -2.06639], [-1.98410, 0.61995, -2.44282], [2.89308, -2.34006, 1.17140], [-2.39785, 3.50134, 0.01978], [1.79277, -2.20724, -0.84872], [0.65561, -0.12847, 0.53651], [-1.72702, -3.04262, 4.28417], [3.30259, -0.51557, -1.76641], [2.08432, 1.63507, 0.34983], [3.34260, -2.08136, 0.22898], [-1.37973, 1.28867, -0.17066], [3.03736, -1.96414, -2.90219], [-0.62079, 3.48004, 0.35333], [-1.57376, 2.95770, 0.51211], [2.59501, -1.23554, -2.19511], [-1.04307, -3.07127, 1.47293], [-1.79962, 1.57236, -1.92574], [-2.66472, -0.70501, 0.02598], [3.73172, -1.05845, 0.25028]],
  "lowdin_charge": [-0.2703, 0.0905, 0.0439, -0.3057, 0.0399, 0.0683, 0.0683, 0.0824, 0.0514, 0.0872, 0.0631, 0.0179, 0.0851, 0.7600, 0.2096, 0.4391, 0.0487, 0.1392, -0.2933, 0.7381, 0.0811, 0.0562, -0.2128, -0.3223, 0.3990, -0.2222, 0.0173, 0.0402],
  "max_force_ev_per_a": 5.1,
  "spin_multiplicity": 1,
  "homo_ev": -15.991,
  "total_charge": 2,
  "gap_ev": 6.8,
  "e_above_lowest_kcal_mol": 0.0
}

Record 2
{
  "formula": "C39H45BrN8O2",
  "method": "ωB97M-V/def2-TZVPD",
  "symbols": ["C", "C", "C", "C", "C", "C", "C", "H", "H", "C", "H", "N", "H", "C", "H", "N", "Br", "C", "C", "H", "C", "H", "H", "H", "C", "C", "C", "H", "C", "C", "H", "C", "C", "C", "H", "C", "N", "C", "H", "H", "H", "C", "C", "H", "H", "H", "C", "H", "H", "H", "H", "H", "C", "H", "H", "H", "C", "C", "H", "H", "C", "H", "H", "C", "C", "H", "N", "H", "H", "H", "H", "N", "O", "C", "O", "C", "C", "H", "N", "H", "C", "H", "H", "C", "C", "H", "H", "N", "H", "N", "C", "H", "C", "H", "H"],
  "xyz": [[-2.11865, 0.73814, -0.48216], [-7.05098, -2.73347, 2.24195], [-0.05850, 1.18414, -2.27914], [-7.10694, -6.30592, 0.65767], [6.91385, 0.85868, -0.73671], [1.10602, 2.67526, -0.59834], [-1.10355, 0.33844, -2.63709], [2.93133, -0.05685, 0.62090], [0.76719, 1.38099, -2.94506], [-2.10968, 0.11678, -1.71363], [1.37170, -2.00752, -2.31707], [-3.95792, -0.70841, -0.51945], [-7.87715, -6.12488, 1.38619], [7.20728, 2.15060, -1.09623], [6.52941, 4.08362, -0.17550], [-6.85549, -7.56937, 0.19224], [2.19646, 2.39155, 2.06836], [-2.75721, 2.31037, 5.87012], [6.85011, 8.08788, 0.98338], [5.40309, 1.11793, -2.80012], [6.52375, 3.00602, -0.18423], [4.30222, -2.34580, -4.88843], [5.19756, 2.43655, 1.51835], [-0.33069, -3.41413, -1.13749], [5.29267, -0.76638, -3.75190], [-7.59587, -2.20428, 0.13686], [-8.32277, -3.18936, 2.02131], [7.83319, 2.44937, -1.92102], [-3.32526, 0.31213, 0.26141], [-4.73287, 2.58164, 4.83407], [1.20598, -0.02961, 0.60638], [5.83894, 2.20107, 0.68543], [2.61721, -4.84293, -1.60748], [5.65761, 6.68548, 2.27435], [2.19309, -0.63454, -4.85344], [2.19357, 1.87398, 0.18386], [6.08392, 0.90136, 0.34477], [-5.43231, -6.22824, -0.83772], [-9.59951, -3.06027, 0.18349], [3.03336, 1.54903, -3.48080], [-5.74848, 2.77881, 4.53669], [-2.61390, 1.93625, 4.55921], [4.26618, -1.37201, -4.42950], [-4.56231, 3.07541, 6.95388], [-4.64536, -5.87195, -1.48205], [5.19356, 6.11126, 3.05770], [2.75230, -3.59645, -2.15775], [0.71805, 3.45307, 0.04904], [-1.13772, -0.16745, -3.59182], [1.55800, 3.16826, -1.45441], [-1.09636, 2.06142, 0.85608], [2.13371, 0.01236, -0.92585], [3.55987, 0.64048, -3.72139], [5.96162, 7.30141, -0.90436], [3.58747, -3.12046, -2.64427], [-7.44338, -1.78542, -0.84304], [1.29296, -4.94204, -1.09846], [-6.24053, -5.44816, 0.03619], [0.85178, -5.78940, -0.60127], [-8.93828, -3.70613, 2.73890], [2.07675, 0.36949, 0.09853], [5.70307, 0.09947, 0.81293], [-3.82312, -1.62137, -0.08785], [-4.10590, 2.72072, 6.04505], [6.59050, 7.68573, 2.32207], [7.21775, -0.08391, -1.15966], [-3.81842, 2.10664, 3.93746], [6.29266, -1.10224, -3.53731], [4.67929, 5.79325, 0.62975], [-3.99667, 1.91066, 2.96698], [3.14690, 2.15090, -0.25146], [5.34180, 6.46996, 0.96047], [-3.76226, 0.72260, 1.28689], [6.06622, 7.31838, 0.16696], [-3.68231, -1.39023, -2.73784], [-8.66904, -2.85188, 0.68394], [-0.04860, 1.80315, -1.02339], [7.03853, 8.08534, 3.21604], [1.56135, -2.94119, -2.00260], [3.38140, -5.60094, -1.57317], [-5.83502, -7.53167, -0.71748], [7.53430, 8.85357, 0.65886], [-1.98349, 2.29076, 6.61932], [3.16271, -0.47694, -4.41033], [-1.09095, 1.59177, -0.11756], [-5.48590, -8.42917, -1.19855], [-6.19031, -4.38703, 0.18540], [-6.61857, -2.13046, 1.09236], [-7.34654, -8.39649, 0.47440], [4.85568, 0.45605, -3.32777], [-3.31974, -0.76056, -1.79668], [-6.42112, -2.78393, 3.11337], [0.66806, -3.75208, -1.35603], [-1.75989, 1.56365, 4.01900], [-5.72245, -1.70032, 0.96631]],
  "lowdin_charge": [-0.0778, -0.1407, -0.0042, -0.1319, -0.1603, -0.1774, 0.0268, 0.0650, 0.1000, -0.0878, 0.1172, 0.1615, 0.0997, -0.1114, 0.0790, -0.0022, 0.7015, -0.1178, -0.1113, 0.1139, -0.0957, 0.0974, 0.0771, 0.0985, -0.1333, -0.1498, -0.1210, 0.0954, -0.3645, -0.1407, 0.0789, -0.1516, -0.1079, -0.1413, 0.0918, -0.7154, 0.0223, -0.1095, 0.0924, 0.0948, 0.1046, -0.1483, -0.1269, 0.0866, 0.0860, 0.1052, -0.1363, 0.0864, 0.1265, 0.1140, 0.1313, 0.0660, -0.1515, 0.1036, 0.0819, 0.1101, -0.1111, -0.1019, 0.0899, 0.0912, -0.1519, 0.1466, 0.1562, -0.1174, -0.1100, 0.1075, 0.0079, 0.1072, 0.1339, 0.0962, 0.0648, -0.0049, 0.1421, -0.1494, 0.1570, -0.1096, -0.2156, 0.0897, 0.0106, 0.0888, -0.1493, 0.0895, 0.0860, -0.1162, 0.0643, 0.1025, 0.0595, 0.0000, 0.1404, 0.0264, -0.3850, 0.1086, -0.1454, 0.0992, 0.1031],
  "max_force_ev_per_a": 1.0,
  "spin_multiplicity": 1,
  "homo_ev": -7.924,
  "total_charge": 0,
  "smiles": "C[C@H](Br)Cc1ccc2c(c1)C(=O)NC2=O.c1cc[nH]c1.c1cc[nH]c1.c1cc[nH]c1.c1cc[nH]c1.c1cc[nH]c1.c1cc[nH]c1.c1cc[nH]c1",
  "gap_ev": 6.9
}

Record 3
{
  "formula": "C10H20NOS",
  "method": "ωB97M-V/def2-TZVPD",
  "symbols": ["H", "H", "C", "H", "C", "C", "H", "C", "C", "H", "C", "C", "H", "H", "H", "H", "H", "H", "H", "H", "H", "H", "H", "C", "H", "C", "H", "H", "H", "S", "C", "O", "N"],
  "xyz": [[-2.91084, -2.25326, -0.04770], [1.40553, 0.72301, -2.08802], [1.06151, -1.60240, -0.61495], [3.46583, -0.89809, 1.03719], [-1.38358, -0.06403, -1.20531], [3.66545, 0.95878, 0.08966], [3.40894, 2.04659, 0.24873], [-2.90074, -1.33104, 0.48298], [-2.69404, -0.13083, -0.58381], [-1.18929, -1.01934, -1.78492], [1.73870, 0.84042, -1.09324], [-3.21119, 1.30291, -0.06053], [-3.04975, 1.90874, -0.88549], [4.69288, 0.56629, 0.03185], [-1.43819, 0.89674, -1.86984], [-2.88113, 1.58727, 0.93973], [3.38705, 0.39755, 2.25717], [1.55424, -2.00375, -1.51978], [-2.27484, -1.33098, 1.34506], [1.25544, -0.88694, 1.91996], [-4.27497, 1.07781, 0.14669], [1.08744, 0.90713, 1.79595], [-3.89683, -1.20901, 0.84670], [3.08749, 0.12603, 1.21546], [1.62477, 2.00989, -0.79576], [1.51906, 0.02286, 1.29218], [-3.32671, -0.42431, -1.41182], [-0.66555, -0.89098, 0.52818], [-0.79060, 0.83029, 0.60181], [0.32854, -2.66347, 0.33961], [0.96954, -0.08263, -0.06332], [3.07954, 0.56265, -1.13314], [-0.44366, 0.02609, 0.03871]],
  "lowdin_charge": [0.0720, 0.1175, -0.4323, 0.1254, -0.1113, -0.1881, 0.1453, -0.0330, -0.3881, 0.1524, -0.1629, -0.0182, 0.0491, 0.1456, 0.1732, 0.0818, 0.1378, 0.0948, 0.0556, 0.1166, 0.0947, 0.1388, 0.0742, -0.1340, 0.1832, -0.1540, 0.1365, 0.0281, 0.1846, 0.8889, -0.4901, -0.1089, 0.0249],
  "max_force_ev_per_a": 4.6,
  "spin_multiplicity": 1,
  "homo_ev": -13.213,
  "total_charge": 1,
  "smiles": "CC(C)C[NH2+][C@]1(C=S)CCCOC1",
  "gap_ev": 8.6,
  "e_above_lowest_kcal_mol": 66.4
}

Record 4
{
  "formula": "C2H3ClN4",
  "method": "ωB97M-V/def2-TZVPD",
  "symbols": ["H", "N", "N", "N", "H", "C", "Cl", "N", "H", "C"],
  "xyz": [[-0.51939, -1.63375, 1.96696], [-0.32515, -0.24231, 0.38095], [-0.51903, 0.08024, 1.70870], [0.56446, -1.22645, -1.33289], [0.66863, 0.57132, 2.14441], [0.29889, 0.13246, -1.69572], [-0.57834, 2.37609, 0.07143], [0.26868, -1.44489, -0.12823], [0.35520, 0.65534, -2.56500], [-0.21396, 0.73194, -0.55062]],
  "lowdin_charge": [0.2789, -0.3966, -0.0391, -0.0101, 0.1837, -0.0864, 0.6346, 0.0031, 0.0587, -0.6269],
  "max_force_ev_per_a": 5.6,
  "spin_multiplicity": 1,
  "homo_ev": -9.660,
  "total_charge": 0,
  "gap_ev": 8.7,
  "e_above_lowest_kcal_mol": 144.0
}